Arrangement w

Molecular formula: C2N2S
Method: DFT, wB97M-V/def2-TZVPD

Last column: Löwdin charge in e.
Cartesian coordinates (Å):
C (0.460, -1.558, 0.448)  -0.80
C (-0.331, 1.856, -0.375)  -0.19
N (1.592, -1.726, 0.617)  0.16
N (-0.575, 2.796, -0.962)  -0.05
S (-1.147, -1.367, 0.272)  0.88

Calculated values
Total charge: 0
Kohn-Sham gap (spin up / spin down) (eV): 4.85 / 4.84
HOMO (spin up / spin down) (eV): -10.74 / -10.73

---

Arrangement x

Molecular formula: C2N2S
Method: DFT, wB97M-V/def2-TZVPD

Last column: Löwdin charge in e.
Cartesian coordinates (Å):
C (-0.858, -0.001, 0.004)  -0.32
C (-1.300, 1.131, -0.002)  -0.01
N (0.149, -0.858, 0.010)  0.02
N (1.307, -0.634, -0.013)  -0.52
S (2.429, 0.399, 0.003)  0.83

Calculated values
Total charge: 0
Kohn-Sham gap (spin up / spin down) (eV): 6.25 / 6.22
HOMO (spin up / spin down) (eV): -9.61 / -9.58

---

Verdict on stability: arrangement x comes out at the bottom.

---

Arrangement w

Molecular formula: C5H9IN
Method: DFT, wB97M-V/def2-TZVPD

Last column: Löwdin charge in e.
Cartesian coordinates (Å):
C (-1.251, -0.484, -1.400)  -0.16
C (-1.193, 0.834, -1.325)  -0.52
C (-0.799, -1.482, -0.428)  -0.15
C (0.418, -0.857, 0.183)  -0.20
C (1.295, 1.183, 1.162)  -0.10
N (0.130, 0.450, 0.809)  -0.10
I (-1.043, 2.805, -1.543)  1.13
H (-1.917, -0.898, -2.193)  0.16
H (-1.625, -1.710, 0.316)  0.17
H (-0.457, -2.372, -0.954)  0.14
H (0.868, -1.363, 1.044)  0.15
H (1.103, -0.642, -0.536)  0.09
H (1.929, 0.636, 1.763)  0.06
H (1.852, 1.201, 0.173)  0.11
H (1.362, 2.231, 1.579)  0.12
H (-0.672, 0.468, 1.350)  0.11

Calculated values
Total charge: +1
Kohn-Sham gap (eV): 7.66
HOMO (eV): -13.30

---

Arrangement x

Molecular formula: C5H9IN
Method: DFT, wB97M-V/def2-TZVPD

Last column: Löwdin charge in e.
Cartesian coordinates (Å):
C (0.682, 0.247, 1.220)  -0.22
C (-1.295, 0.769, -0.297)  -0.23
C (1.342, -0.136, -0.187)  -0.08
C (-0.595, 0.897, 1.116)  -0.06
C (-1.050, -0.587, -1.005)  -0.61
N (0.361, -0.682, -1.271)  -0.04
I (-1.736, -2.305, 0.053)  0.95
H (0.526, -0.702, 1.847)  0.13
H (1.417, 0.909, 1.839)  0.17
H (-2.426, 0.898, -0.080)  0.15
H (-0.941, 1.525, -0.929)  0.09
H (1.847, 0.794, -0.683)  0.16
H (2.154, -0.779, 0.164)  0.12
H (-1.360, 0.985, 1.855)  0.10
H (0.294, -0.164, -2.131)  0.16
H (0.781, -1.667, -1.510)  0.21

Calculated values
Total charge: +1
Kohn-Sham gap (spin up / spin down) (eV): 6.60 / 9.21
HOMO (spin up / spin down) (eV): -12.30 / -13.17

---

Verdict on stability: arrangement x comes out at the bottom.